*1*
Entry from the OMol25 dataset: an isolated molecule of C21H29N5O2 (wB97M-V/def2-TZVPD).

XYZ file:
```
57
Properties=species:S:1:pos:R:3
O 0.57 -2.64 -3.34
O 8.30 -0.24 3.99
N 7.44 0.97 5.69
N 2.42 0.32 0.26
N -1.67 -2.54 -3.09
N -4.94 1.22 -0.93
N -5.50 0.11 -1.41
C 3.77 1.17 3.53
C 2.14 -1.03 0.74
C -0.40 -2.10 -2.83
C -2.79 -2.45 -2.16
C -6.94 1.70 -1.88
C 1.17 -0.67 -1.47
C 6.16 0.51 2.30
C -6.70 0.36 -1.99
C 3.81 1.06 2.15
C -0.26 -0.89 -1.92
C -4.78 -1.14 -1.34
C 2.58 1.30 1.31
C -3.62 -1.18 -2.33
C 6.12 0.66 3.68
C -8.14 2.47 -2.35
C 4.91 0.98 4.29
C 1.33 0.62 -0.65
C 5.02 0.72 1.54
C 1.70 -1.77 -0.52
C -5.80 2.19 -1.20
C 7.38 0.42 4.44
H -2.99 -0.30 -2.16
H -0.63 -0.02 -2.48
H 2.83 1.40 4.01
H 1.69 1.32 1.97
H 8.33 0.91 6.16
H -7.86 3.24 -3.08
H 1.54 1.50 -1.25
H 5.05 0.61 0.46
H -8.64 2.97 -1.53
H 2.65 2.29 0.85
H 4.84 1.05 5.37
H 1.81 -0.61 -2.35
H -7.28 -0.44 -2.43
H -1.65 -3.37 -3.67
H -0.92 -0.99 -1.05
H -8.85 1.81 -2.83
H 1.31 -1.00 1.47
H 3.01 -1.46 1.23
H 6.84 1.73 5.94
H -3.99 -1.12 -3.35
H -2.45 -2.54 -1.13
H 0.40 0.82 -0.08
H 7.10 0.24 1.84
H 2.55 -2.29 -0.99
H -3.42 -3.32 -2.34
H -5.49 -1.94 -1.54
H -5.58 3.20 -0.90
H 0.95 -2.53 -0.31
H -4.41 -1.26 -0.32
```

Summary:
Highest occupied orbital energy (eV): -8.78
Orbital gap (eV): 9.412

*2*
Entry from the OMol25 dataset: an isolated molecule of C21H29N5O2 (wB97M-V/def2-TZVPD).

XYZ file:
```
57
Properties=species:S:1:pos:R:3
O -0.17 -4.33 1.32
O 0.15 4.53 -0.24
N -0.26 -1.29 2.11
N 1.08 -3.11 -0.12
N -2.11 0.17 1.82
N 3.21 -0.10 -0.62
N -0.56 0.54 3.46
C 2.41 1.03 -0.49
C 1.57 1.23 0.60
C -4.61 0.85 -2.11
C -0.72 4.76 0.84
C -1.00 -0.23 2.44
C 2.47 2.04 -1.46
C 3.40 -3.77 0.25
C -1.86 -1.72 0.41
C 3.86 -2.43 -0.32
C -0.70 -2.03 1.10
C 2.05 -4.17 -0.34
C 0.80 2.38 0.72
C 1.47 -1.85 -0.70
C 0.87 3.37 -0.25
C 1.72 3.19 -1.34
C -3.74 -0.08 0.05
C -2.53 -0.56 0.80
C 0.10 -3.27 0.79
C 2.80 -1.37 -0.08
C -2.46 1.73 -1.15
C -3.35 0.50 -1.32
H 2.14 -4.35 -1.42
H 0.15 0.15 4.06
H -1.20 5.72 0.64
H 1.66 -5.07 0.14
H -2.21 -2.34 -0.40
H -1.21 1.20 3.85
H 0.69 -1.11 -0.53
H -5.19 1.60 -1.57
H -1.56 1.49 -0.59
H -0.18 4.82 1.79
H 0.16 2.48 1.58
H 3.30 -3.69 1.33
H 1.78 3.96 -2.09
H -2.16 2.12 -2.12
H 4.80 -2.13 0.14
H 1.49 0.49 1.37
H -3.00 2.51 -0.62
H 4.13 -4.55 0.03
H -4.43 -0.91 -0.09
H -4.23 0.70 0.65
H 3.13 1.92 -2.31
H -5.23 -0.03 -2.26
H -2.79 -0.26 -1.87
H -4.34 1.26 -3.08
H 2.65 -1.26 1.00
H 3.62 -0.17 -1.54
H -1.49 3.98 0.91
H 4.03 -2.53 -1.40
H 1.60 -1.99 -1.78
```

Summary:
Highest occupied orbital energy (eV): -7.40
Orbital gap (eV): 8.194

Best to worst by energy: *2*, *1*.

*1*
Entry from the OMol25 dataset: an isolated molecule of C4H6ClF (wB97M-V/def2-TZVPD).

XYZ file:
```
12
Properties=species:S:1:pos:R:3
Cl -2.52 -1.05 -0.48
F 2.36 -1.30 -0.45
C -1.50 0.11 0.53
C 0.73 0.44 -0.72
C -0.58 0.78 -0.49
C 1.41 -0.52 0.20
H -0.99 1.49 -1.22
H -2.14 0.79 1.02
H 0.62 -1.10 0.76
H 2.05 -0.08 1.05
H -0.82 -0.40 1.21
H 1.39 0.86 -1.42
```

Summary:
Highest occupied orbital energy (eV): -9.90
Orbital gap (eV): 10.529

*2*
Entry from the OMol25 dataset: an isolated molecule of C4H6ClF (wB97M-V/def2-TZVPD).

XYZ file:
```
12
Properties=species:S:1:pos:R:3
Cl -1.21 -1.48 -2.05
F 0.43 1.99 0.42
C 1.25 0.89 0.32
C -1.21 -0.21 -0.82
C -0.66 -0.74 0.47
C 0.54 -0.34 0.87
H 2.13 1.03 0.97
H 1.58 0.79 -0.74
H -2.26 0.03 -0.75
H 1.08 -0.92 1.60
H -1.17 -1.66 0.92
H -0.50 0.62 -1.20
```

Summary:
Highest occupied orbital energy (eV): -10.12
Orbital gap (eV): 11.023

*3*
Entry from the OMol25 dataset: an isolated molecule of C4H6ClF (wB97M-V/def2-TZVPD).

XYZ file:
```
12
Properties=species:S:1:pos:R:3
Cl 2.07 -0.22 -0.13
F -1.31 1.33 -0.52
C -1.15 -1.12 -0.58
C -0.75 0.11 0.01
C 0.67 0.64 0.61
C -1.79 -0.63 0.72
H 0.66 0.52 1.73
H -1.70 -1.15 1.62
H 0.74 1.64 0.31
H -2.74 -0.15 0.66
H -1.83 -1.08 -1.45
H -0.45 -1.99 -0.59
```

Summary:
Highest occupied orbital energy (eV): -10.58
Orbital gap (eV): 11.604

Best to worst by energy: *2*, *1*, *3*.

*1*
Entry from the OMol25 dataset: a cluster of 2 separate species, C2H4P2 in total (wB97M-V/def2-TZVPD).

XYZ file:
```
8
Properties=species:S:1:pos:R:3
P -2.30 -0.65 0.45
P -2.06 0.76 -0.97
C 1.07 0.89 -0.32
C 1.64 -0.14 0.22
H 1.20 -0.82 0.87
H 1.49 1.53 -0.95
H -3.70 -1.16 0.52
H 2.67 -0.40 0.17
```

Summary:
Highest occupied orbital energy (alpha / beta) (eV): -8.29 / -9.10
Orbital gap (alpha / beta) (eV): 7.378 / 7.889

*2*
Entry from the OMol25 dataset: a cluster of 2 separate species, C2H4P2 in total (wB97M-V/def2-TZVPD).

XYZ file:
```
8
Properties=species:S:1:pos:R:3
P -2.89 -0.90 -0.32
P 1.99 -0.13 0.68
C -1.92 0.04 0.48
C 0.98 -0.20 -0.61
H 1.80 1.30 0.81
H -1.25 0.64 0.96
H 0.44 0.48 -1.12
H 0.86 -1.23 -0.89
```

Summary:
Highest occupied orbital energy (eV): -9.68
Orbital gap (eV): 9.766

Best to worst by energy: *2*, *1*.

*1*
Entry from the OMol25 dataset: a cluster of 2 separate species, C4H7INO in total (wB97M-V/def2-TZVPD).

XYZ file:
```
14
Properties=species:S:1:pos:R:3
I -2.75 0.08 0.64
O 0.11 -1.65 1.33
N 0.08 0.74 0.29
C -0.86 -0.05 -0.21
C 0.50 1.56 1.19
C -0.62 -0.77 -1.47
C 1.49 1.13 0.21
H -0.48 -2.39 1.51
H -1.49 -0.73 -2.13
H 2.23 0.39 0.49
H -0.44 -1.83 -1.28
H 1.78 1.80 -0.60
H 0.18 2.10 2.05
H 0.26 -0.38 -1.99
```

Summary:
Highest occupied orbital energy (alpha / beta) (eV): -13.27 / -13.30
Charge: +1
Orbital gap (alpha / beta) (eV): 6.145 / 6.172

*2*
Entry from the OMol25 dataset: the ion C4H7INO with charge +1 (wB97M-V/def2-TZVPD).

XYZ file:
```
14
Properties=species:S:1:pos:R:3
I -3.55 0.35 -0.07
O -1.25 -1.95 -0.30
N -1.57 0.20 0.19
C 1.05 0.51 -0.54
C -0.81 -0.80 0.19
C 0.70 -0.67 0.38
C 0.62 1.78 -0.03
H 2.20 0.60 -0.49
H 1.16 -1.59 0.22
H -0.98 -2.78 0.05
H 0.16 2.63 -0.63
H 0.74 1.96 1.09
H 0.65 0.14 -1.55
H 0.90 -0.38 1.47
```

Summary:
Highest occupied orbital energy (alpha / beta) (eV): -13.00 / -13.00
Charge: +1
Orbital gap (alpha / beta) (eV): 6.246 / 6.248

*3*
Entry from the OMol25 dataset: the ion C4H7INO with charge +1 (wB97M-V/def2-TZVPD).

XYZ file:
```
14
Properties=species:S:1:pos:R:3
I 2.96 -0.36 0.00
O 0.81 2.60 -0.58
N -0.05 -0.31 -0.05
C 1.02 1.85 0.37
C 1.05 0.35 0.10
C -1.26 0.29 0.26
C -0.22 -1.67 -0.55
H -1.97 -0.44 0.66
H -0.34 -2.35 0.26
H 0.72 -2.15 -0.95
H -1.12 1.09 0.85
H -1.27 -1.85 -1.08
H 1.32 2.18 1.39
H -1.65 0.76 -0.69
```

Summary:
Highest occupied orbital energy (eV): -14.84
Charge: +1
Orbital gap (eV): 9.531

Best to worst by energy: *3*, *2*, *1*.

*1*
Entry from the OMol25 dataset: the ion C6H12N2O with charge +2 (wB97M-V/def2-TZVPD).

XYZ file:
```
21
Properties=species:S:1:pos:R:3
O -1.08 0.54 -0.49
N 1.36 -0.57 2.21
N 1.08 -0.34 -0.17
C -2.40 0.26 1.35
C 1.88 -1.16 -0.69
C 0.57 -0.35 1.22
C -1.22 0.73 0.75
C 0.18 0.24 -2.52
C 0.16 0.56 -1.07
H -2.29 -0.40 2.26
H 0.73 1.50 -0.81
H -0.71 1.47 1.34
H -3.06 -0.21 0.58
H 1.09 -0.73 3.17
H 2.32 -0.63 2.14
H -2.90 1.12 1.84
H 1.93 -1.16 -1.83
H -0.48 0.92 -3.10
H -0.16 -0.69 -2.74
H 1.24 0.48 -2.89
H 2.65 -1.71 -0.08
```

Summary:
Highest occupied orbital energy (eV): -19.16
Charge: +2
Orbital gap (eV): 9.216

*2*
Entry from the OMol25 dataset: the ion C6H12N2O with charge +2 (wB97M-V/def2-TZVPD).

XYZ file:
```
21
Properties=species:S:1:pos:R:3
O -1.03 0.17 -0.52
N 1.69 -1.91 0.57
N 0.99 0.36 0.89
C 1.69 1.37 1.14
C -1.99 2.02 0.68
C -0.21 -1.05 -0.61
C -1.39 0.66 0.57
C 0.96 -0.85 0.35
C 0.24 -1.35 -2.05
H 2.65 1.46 0.47
H 0.39 -0.40 -2.47
H -0.54 -1.96 -2.69
H 1.36 -2.83 0.22
H -1.04 2.73 0.91
H 1.28 1.95 1.84
H -2.73 2.03 1.43
H -1.37 -0.03 1.57
H -0.95 -1.80 -0.45
H -2.26 2.38 -0.35
H 1.08 -2.01 -1.99
H 2.65 -1.76 0.86
```

Summary:
Highest occupied orbital energy (eV): -19.76
Charge: +2
Orbital gap (eV): 10.324

Best to worst by energy: *2*, *1*.

*1*
Entry from the OMol25 dataset: a cluster of 2 separate species, C6H11NO3 in total (wB97M-V/def2-TZVPD).

XYZ file:
```
21
Properties=species:S:1:pos:R:3
O 0.29 -1.45 -1.05
O 3.28 -0.65 -1.15
O 3.02 0.73 0.69
N -0.28 0.32 0.24
C -1.52 -0.52 0.24
C -0.35 1.22 -0.90
C 3.00 -0.08 -0.18
C 0.06 0.96 1.52
C 0.77 -0.76 0.08
C -1.17 -1.53 -0.89
H -1.50 -2.60 -0.77
H 0.37 2.09 -0.67
H -0.76 1.60 1.74
H -2.37 0.05 0.03
H -1.30 1.74 -0.94
H 0.19 0.32 2.46
H 0.63 -1.46 0.86
H -1.66 -1.15 1.13
H -1.54 -1.15 -1.84
H 0.97 1.58 1.29
H -0.17 0.74 -1.88
```

Summary:
Highest occupied orbital energy (eV): -7.20
Orbital gap (eV): 7.663

*2*
Entry from the OMol25 dataset: a cluster of 2 separate species, C6H11NO3 in total (wB97M-V/def2-TZVPD).

XYZ file:
```
21
Properties=species:S:1:pos:R:3
O 2.48 -1.14 -0.36
O 4.09 -0.06 0.77
O 3.01 1.75 -0.83
N -0.45 0.39 0.04
C 3.28 -1.05 0.56
C -0.76 -0.47 -1.09
C -1.50 1.43 0.28
C -0.24 -0.42 1.30
C 1.86 1.43 -0.54
C 0.72 1.11 -0.15
H 3.25 -1.88 1.37
H 0.20 0.25 2.10
H -1.18 0.19 -1.83
H 0.40 -1.28 0.89
H 3.79 0.68 0.01
H -1.08 -1.03 1.77
H -1.63 2.03 -0.56
H -2.41 0.85 0.62
H 0.06 -0.97 -1.53
H -1.07 2.02 1.09
H -1.43 -1.34 -1.03
```

Summary:
Highest occupied orbital energy (eV): -7.95
Orbital gap (eV): 8.350

Best to worst by energy: *1*, *2*.